(1)
{"formula": "C3H7N2P", "method": "the ωB97M-V functional and the def2-TZVPD basis", "gap_ev": [7.8, 8.1], "e_above_lowest_kcal_mol": 67.4, "spin_multiplicity": 1, "symbols": ["C", "C", "C", "N", "N", "P", "H", "H", "H", "H", "H", "H", "H"], "xyz": [[-0.787, 1.215, 1.067], [-1.050, 0.567, -0.348], [0.237, 0.175, -1.102], [0.202, 0.964, 1.697], [1.297, -0.188, -0.250], [1.827, -1.618, 0.175], [-1.709, 1.667, 1.243], [-1.675, -0.320, -0.013], [-1.672, 1.128, -0.905], [0.058, -0.779, -1.694], [0.405, 1.075, -1.851], [0.769, -2.387, 0.346], [2.098, -1.499, 1.635]], "nbo_charge": [-0.03, -0.41, -0.25, -0.19, -0.72, 0.69, 0.20, 0.21, 0.21, 0.19, 0.20, -0.10, 0.00]}



(2)
{"formula": "C17H20BrOPdSSi", "method": "the ωB97M-V functional and the def2-TZVPD basis", "gap_ev": [3.9, 5.6], "total_charge": -2, "e_above_lowest_kcal_mol": 2.4, "spin_multiplicity": 2, "symbols": ["Pd", "Br", "C", "C", "C", "C", "C", "C", "C", "C", "C", "C", "H", "H", "H", "H", "H", "H", "C", "Si", "C", "C", "C", "H", "H", "H", "H", "H", "H", "H", "H", "H", "H", "H", "C", "C", "O", "H", "H", "H", "S", "C"], "xyz": [[0.275, -0.012, 0.187], [0.006, 1.443, -2.602], [-1.768, 1.956, -2.212], [-2.396, 2.738, -3.146], [-3.729, 3.148, -2.947], [-4.389, 2.760, -1.817], [-3.752, 1.953, -0.839], [-4.466, 1.579, 0.324], [-3.842, 0.813, 1.270], [-2.512, 0.397, 1.090], [-1.737, 0.707, -0.017], [-2.405, 1.516, -1.006], [-1.863, 3.036, -4.038], [-4.213, 3.768, -3.694], [-5.416, 3.066, -1.642], [-5.490, 1.918, 0.446], [-4.373, 0.526, 2.173], [-2.063, -0.191, 1.886], [4.528, -2.078, 2.047], [3.277, -1.150, 0.918], [3.282, -2.198, -0.657], [4.139, 0.487, 0.532], [1.623, -0.910, 1.637], [5.514, -2.175, 1.580], [4.159, -3.084, 2.270], [4.653, -1.552, 2.998], [4.276, -2.192, -1.117], [2.551, -1.827, -1.377], [3.021, -3.238, -0.436], [5.176, 0.319, 0.223], [4.134, 1.139, 1.409], [3.607, 1.022, -0.258], [1.609, -0.174, 2.442], [1.147, -1.836, 1.967], [-0.847, -2.895, 0.289], [-0.268, -1.794, -0.621], [-0.179, -2.084, -1.812], [-1.270, -3.705, -0.316], [-1.603, -2.470, 0.954], [-0.047, -3.288, 0.921], [0.802, 2.809, 2.097], [0.849, 1.754, 0.896]], "nbo_charge": [0.45, 0.09, -0.01, -0.29, -0.23, -0.24, 0.03, -0.28, -0.21, -0.30, -0.19, -0.17, 0.21, 0.19, 0.18, 0.18, 0.18, 0.20, -1.11, 1.66, -1.12, -1.12, -1.28, 0.20, 0.21, 0.21, 0.20, 0.26, 0.21, 0.20, 0.23, 0.25, 0.22, 0.20, -0.75, 0.35, -0.70, 0.18, 0.21, 0.21, -0.24, -0.46]}



(3)
{"formula": "C8H24AsF6IrN4O2SSb", "method": "the ωB97M-V functional and the def2-TZVPD basis", "gap_ev": [9.8, 6.8], "total_charge": 2, "e_above_lowest_kcal_mol": 0.0, "spin_multiplicity": 6, "symbols": ["Ir", "N", "C", "C", "C", "C", "N", "H", "H", "H", "H", "H", "H", "H", "H", "H", "H", "H", "H", "N", "N", "C", "O", "O", "H", "H", "H", "C", "As", "C", "C", "S", "H", "H", "H", "H", "H", "H", "H", "H", "H", "F", "Sb", "F", "F", "F", "F", "F"], "xyz": [[0.074, -1.276, 1.162], [0.711, -1.171, 3.280], [0.375, -2.352, 4.152], [-0.959, -2.954, 3.749], [-0.843, -3.837, 2.495], [-1.963, -3.667, 1.484], [-1.874, -2.325, 0.823], [1.717, -1.014, 3.304], [0.279, -0.339, 3.679], [0.374, -2.015, 5.188], [1.179, -3.077, 4.033], [-1.683, -2.142, 3.603], [-1.346, -3.540, 4.582], [-0.788, -4.887, 2.784], [0.117, -3.671, 1.978], [-2.939, -3.763, 1.957], [-1.887, -4.429, 0.711], [-2.635, -1.707, 1.087], [-1.925, -2.428, -0.188], [1.382, 0.336, 0.142], [0.603, 1.480, -0.075], [-0.768, 1.355, -0.024], [-1.479, 2.269, -0.403], [-1.215, 0.234, 0.495], [2.189, 0.570, 0.716], [1.735, -0.079, -0.724], [0.981, 2.206, -0.666], [-5.806, 4.672, -0.821], [-4.011, 4.001, -0.790], [-2.930, 5.107, 0.334], [-3.308, 3.973, -2.568], [-4.144, 1.994, 0.012], [-5.780, 5.687, -1.217], [-6.206, 4.679, 0.191], [-6.416, 4.040, -1.462], [-2.895, 6.108, -0.094], [-1.933, 4.677, 0.380], [-3.376, 5.139, 1.326], [-3.281, 4.994, -2.948], [-3.954, 3.358, -3.190], [-2.306, 3.554, -2.533], [0.552, -2.440, -0.728], [2.358, -3.289, -0.542], [2.958, -1.604, -1.142], [2.145, -2.346, 1.212], [4.040, -3.859, -0.049], [1.433, -4.684, 0.282], [2.228, -3.980, -2.246]], "nbo_charge": [1.73, -0.85, -0.22, -0.44, -0.44, -0.23, -0.83, 0.42, 0.41, 0.23, 0.23, 0.20, 0.26, 0.27, 0.21, 0.22, 0.24, 0.42, 0.42, -0.65, -0.49, 0.89, -0.65, -0.76, 0.41, 0.43, 0.42, -0.95, 1.45, -0.96, -0.96, -0.07, 0.27, 0.27, 0.27, 0.27, 0.27, 0.27, 0.27, 0.27, 0.27, -0.69, 3.18, -0.68, -0.70, -0.62, -0.65, -0.63]}